Entry 1:
DFT (wB97M-V/def2-TZVPD) results for 2 unconnected molecules or ions with the total composition C24H26ClN3O4S at a distorted geometry.

Lowest unoccupied orbital energy = -0.071 Eh
HOMO-LUMO gap = 3.9925 eV
E_tot = -61319.8421 eV

```
! RIJCOSX wB97M-V def2-TZVPD def2/J DEFGRID3
* xyz 0 1
C -5.670 -1.591 2.329
N -5.111 -0.765 3.363
C -5.815 -0.798 4.618
C -3.863 -0.209 3.263
C -3.573 1.041 3.883
C -2.364 1.684 3.644
C -1.329 1.013 2.920
C -0.090 1.669 2.591
C 1.173 1.041 2.797
C 2.328 1.525 2.111
C 3.574 0.962 2.287
C 3.763 -0.077 3.253
N 4.979 -0.674 3.406
C 5.289 -1.501 4.558
C 5.930 -0.759 2.328
C 2.650 -0.492 4.034
C 1.385 0.001 3.768
C -1.561 -0.329 2.508
C -2.840 -0.865 2.541
H -5.583 -1.115 1.350
H -5.210 -2.588 2.283
H -6.716 -1.706 2.592
H -5.496 0.052 5.222
H -6.888 -0.762 4.416
H -5.618 -1.742 5.160
H -4.374 1.547 4.411
H -2.175 2.679 4.031
H -0.080 2.741 2.366
H 2.233 2.350 1.414
H 4.411 1.300 1.689
H 4.985 -0.999 5.484
H 4.815 -2.485 4.514
H 6.376 -1.650 4.577
H 5.825 0.085 1.634
H 6.926 -0.749 2.783
H 5.805 -1.688 1.760
H 2.797 -1.278 4.798
H 0.530 -0.375 4.349
H -0.744 -0.934 2.108
H -3.084 -1.783 2.007
O -0.255 6.094 -7.358
N 0.202 4.946 -7.149
O 0.538 4.188 -8.089
C 0.361 4.500 -5.805
C 0.939 3.242 -5.548
C 1.248 2.877 -4.231
C 0.957 3.733 -3.151
S 1.198 3.173 -1.409
C -0.318 2.441 -0.917
Cl -0.345 0.909 -0.268
O 2.254 2.173 -1.465
O 1.414 4.394 -0.651
C 0.362 4.978 -3.430
C 0.054 5.359 -4.735
H 1.153 2.584 -6.392
H 1.728 1.915 -4.045
H -1.124 2.617 -1.639
H 0.145 5.661 -2.617
H -0.402 6.318 -4.957
*
```



Entry 2:
DFT (wB97M-V/def2-TZVPD) results for a molecular structure, C24H26CuN6OS at a distorted geometry.

Lowest unoccupied orbital energy (spin up / spin down) = 0.181 / 0.181 Eh
HOMO-LUMO gap (spin up / spin down) = 6.1031 / 6.0877 eV
E_tot = -91772.6363 eV

```
! RIJCOSX wB97M-V def2-TZVPD def2/J DEFGRID3
* xyz -2 2
Cu -0.062 -0.961 -0.247
C -2.231 0.796 2.736
C -3.453 0.583 1.841
C -3.118 -0.052 0.480
N -1.927 0.510 -0.103
C -2.000 1.672 -0.680
C -3.183 2.363 -1.047
C -3.387 3.699 -1.319
C -2.555 4.778 -1.066
C -1.230 4.694 -0.631
C -0.406 3.604 -0.661
C -0.711 2.265 -1.104
N 0.035 1.488 -1.796
C 1.286 1.971 -2.295
C 2.416 1.753 -1.284
C 2.534 0.274 -0.887
N 1.665 -0.108 0.191
C 2.103 -0.165 1.423
C 3.312 0.452 1.834
C 4.061 0.319 2.983
C 3.878 -0.521 4.069
C 2.780 -1.344 4.295
C 1.609 -1.440 3.588
C 1.188 -0.861 2.357
N -0.016 -0.973 1.880
C -1.115 -1.512 2.614
C -1.746 -0.433 3.507
H -2.467 1.581 3.466
H -1.415 1.149 2.104
H -3.903 1.561 1.648
H -4.196 -0.037 2.351
H -3.992 0.070 -0.178
H -2.965 -1.122 0.583
H -4.053 1.729 -1.192
H -4.382 3.950 -1.690
H -2.979 5.775 -1.179
H -0.777 5.632 -0.310
H 0.617 3.761 -0.335
H 1.236 3.047 -2.559
H 1.504 1.405 -3.212
H 2.205 2.342 -0.388
H 3.362 2.097 -1.717
H 3.579 0.048 -0.626
H 2.260 -0.353 -1.737
H 3.722 1.156 1.119
H 4.964 0.927 3.024
H 4.662 -0.538 4.821
H 2.844 -1.972 5.182
H 0.887 -2.128 4.016
H -0.848 -2.385 3.235
H -1.838 -1.858 1.880
H -0.976 -0.104 4.215
H -2.572 -0.874 4.075
O -2.823 -3.927 -0.552
C -2.063 -3.025 -0.693
N -1.379 -2.099 -0.915
S 2.361 -4.961 0.204
C 1.726 -3.580 -0.302
N 1.333 -2.571 -0.742
*
```



Entry 3:
DFT (wB97M-V/def2-TZVPD) results for 4 unconnected molecules or ions with the total composition C24H26F24N2O6P at a distorted geometry.

Lowest unoccupied orbital energy = -0.166 Eh
HOMO-LUMO gap = 9.2532 eV
E_tot = -115074.2579 eV

```
! RIJCOSX wB97M-V def2-TZVPD def2/J DEFGRID3
* xyz 1 1
C 3.050 3.800 0.945
C 3.872 3.394 -0.287
C 3.052 3.172 -1.587
C 3.557 1.964 -2.344
N 1.585 3.186 -1.307
C 0.895 2.115 -0.889
C -0.460 2.217 -0.599
O -1.174 1.160 -0.106
N -1.688 1.598 1.263
O -2.796 1.382 1.358
C -1.118 3.435 -0.769
C -0.383 4.530 -1.199
P -1.294 6.108 -1.350
O -2.740 5.833 -1.329
C 0.968 4.369 -1.454
H 3.654 3.610 1.823
H 2.821 4.859 0.904
H 2.152 3.208 1.069
H 4.400 2.474 -0.066
H 4.583 4.187 -0.477
H 3.222 4.021 -2.237
H 3.378 1.021 -1.838
H 3.172 1.950 -3.353
H 4.631 2.084 -2.432
H 1.423 1.187 -0.749
H -2.174 3.521 -0.570
H -0.867 6.852 -0.235
H -0.784 6.772 -2.478
H 1.566 5.201 -1.782
C -0.485 -2.172 -3.578
C -0.199 -3.674 -3.716
C 0.700 -4.336 -2.668
F 1.940 -3.801 -2.666
F 0.814 -5.647 -2.964
F 0.266 -3.933 -4.957
F -1.403 -4.293 -3.593
O 0.270 -1.243 -4.355
C 1.445 -0.767 -3.864
C 2.649 -1.120 -4.739
F 2.766 -2.447 -4.866
F 3.766 -0.637 -4.139
F 1.645 -1.122 -2.574
F 1.353 0.598 -3.843
H -1.502 -2.053 -3.949
H -0.507 -1.852 -2.550
H 0.261 -4.238 -1.671
H 2.541 -0.670 -5.728
C 0.374 -0.299 3.470
C 1.581 -0.051 2.552
C 2.860 -0.849 2.809
F 3.367 -0.587 4.023
F 3.776 -0.476 1.879
F 1.870 1.272 2.509
F 1.177 -0.405 1.290
O 0.148 0.612 4.523
C 0.753 0.466 5.750
C 1.677 1.646 6.067
F 2.628 1.771 5.116
F 2.281 1.420 7.248
F 1.387 -0.713 5.854
F -0.223 0.482 6.676
H -0.494 -0.165 2.825
H 0.338 -1.335 3.810
H 2.675 -1.922 2.709
H 1.101 2.571 6.118
C -4.667 -3.926 2.009
C -5.979 -3.503 1.330
C -6.317 -4.131 -0.024
F -5.382 -3.827 -0.950
F -7.499 -3.636 -0.445
F -6.029 -2.156 1.243
F -6.975 -3.894 2.168
O -3.548 -3.059 1.870
C -2.697 -3.136 0.811
C -2.724 -1.855 -0.025
F -3.953 -1.603 -0.498
F -1.887 -1.985 -1.085
F -2.904 -4.224 0.055
F -1.436 -3.228 1.309
H -4.885 -3.893 3.075
H -4.408 -4.960 1.785
H -6.402 -5.218 0.064
H -2.402 -1.006 0.574
*
```



Entry 4:
DFT (wB97M-V/def2-TZVPD) results for 3 unconnected molecules or ions with the total composition C24H26F3N3S at a distorted geometry.

SMILES = FC(F)=C(F)CCc1ccc2c(c1)Nc1ccccc1S2.CCCC#N.CCCC#N
Lowest unoccupied orbital energy = 0.023 Eh
HOMO-LUMO gap = 8.7327 eV
E_tot = -48765.9662 eV

```
! RIJCOSX wB97M-V def2-TZVPD def2/J DEFGRID3
* xyz 0 1
F 1.790 -4.512 -1.731
C 0.777 -3.808 -1.278
F -0.323 -3.985 -1.983
C 0.799 -3.021 -0.199
F -0.273 -3.080 0.624
C 1.883 -2.077 0.200
C 2.133 -0.952 -0.816
C 0.895 -0.328 -1.396
C 0.889 0.148 -2.706
C -0.253 0.693 -3.276
C -1.410 0.771 -2.519
C -1.436 0.341 -1.190
C -0.279 -0.200 -0.661
N -2.634 0.451 -0.414
C -3.764 -0.104 -1.100
C -4.593 -1.023 -0.473
C -5.689 -1.563 -1.136
C -5.977 -1.156 -2.437
C -5.157 -0.242 -3.090
C -4.057 0.267 -2.414
S -2.932 1.413 -3.182
H 2.792 -2.659 0.358
H 1.644 -1.663 1.177
H 2.734 -0.195 -0.304
H 2.768 -1.338 -1.616
H 1.798 0.076 -3.291
H -0.255 1.053 -4.294
H -0.281 -0.541 0.366
H -2.831 1.446 -0.308
H -4.389 -1.363 0.534
H -6.332 -2.292 -0.667
H -6.830 -1.596 -2.933
H -5.372 0.061 -4.105
C -4.115 3.624 2.164
C -3.553 3.147 3.497
C -2.194 3.774 3.823
C -1.174 3.369 2.859
N -0.376 3.056 2.095
H -3.470 3.332 1.333
H -5.098 3.187 1.989
H -4.221 4.710 2.148
H -3.467 2.059 3.487
H -4.252 3.402 4.295
H -1.878 3.468 4.822
H -2.269 4.863 3.835
C 7.978 -0.619 1.330
C 7.111 -1.122 0.181
C 5.630 -0.771 0.353
C 5.036 -1.432 1.514
N 4.590 -1.950 2.437
H 7.697 -1.085 2.275
H 9.027 -0.852 1.144
H 7.890 0.464 1.442
H 7.227 -2.202 0.083
H 7.462 -0.679 -0.752
H 5.077 -1.073 -0.539
H 5.507 0.309 0.450
*
```



Entry 5:
DFT (wB97M-V/def2-TZVPD) results for a molecular structure, C24H26F4MnN4O4.

Lowest unoccupied orbital energy (spin up / spin down) = -0.002 / -0.004 Eh
HOMO-LUMO gap (spin up / spin down) = 6.6004 / 6.7177 eV
E_tot = -81646.8677 eV

```
! RIJCOSX wB97M-V def2-TZVPD def2/J DEFGRID3
* xyz 0 2
Mn 1.017 0.627 0.177
C -1.010 0.946 -2.042
N -0.537 2.262 -1.690
C 0.147 3.067 -2.678
C -1.383 2.988 -0.768
C -1.247 2.644 0.746
N 0.046 2.094 1.113
C 0.539 2.342 2.344
C 1.858 1.920 2.643
F 2.546 1.236 1.671
C 2.490 2.118 3.844
F 3.750 1.674 3.990
C 1.858 2.753 4.897
C 0.555 3.144 4.664
F -0.136 3.731 5.655
C -0.094 2.943 3.462
F -1.399 3.302 3.413
H -2.094 0.967 -2.252
H -1.329 0.533 -0.069
H 0.707 0.045 -2.954
H -0.490 3.389 -3.518
H 1.017 2.544 -3.069
H 0.527 3.960 -2.184
H -2.446 2.872 -1.040
H -1.153 4.045 -0.885
H -2.076 1.979 1.043
H -1.437 3.577 1.273
H 2.347 2.924 5.843
O -2.082 -5.198 2.217
C -1.416 -4.408 3.181
C -0.825 -3.197 2.518
C 0.034 -2.364 3.229
C 0.535 -1.237 2.617
N 0.241 -0.906 1.357
C -0.573 -1.716 0.658
C -1.134 -2.859 1.213
C -0.855 -1.278 -0.736
C -1.070 -2.178 -1.702
C -1.383 -1.953 -3.111
C -2.090 -3.097 -3.793
O -1.341 -4.305 -3.731
C -1.047 -0.861 -3.799
C -0.310 0.319 -3.246
N -0.779 0.132 -0.824
H -2.491 -5.949 2.656
H -0.612 -4.968 3.671
H -2.109 -4.071 3.961
H 0.309 -2.587 4.252
H 1.203 -0.567 3.143
H -1.813 -3.469 0.637
H -1.008 -3.220 -1.409
H -2.319 -2.826 -4.828
H -3.032 -3.318 -3.287
H -0.489 -4.150 -4.152
H -1.336 -0.815 -4.845
H -0.230 1.071 -4.027
C 4.158 0.543 -2.722
O 3.134 1.344 -2.106
C 2.380 0.791 -1.157
O 2.537 -0.406 -0.823
H 4.115 0.734 -3.793
H 4.000 -0.512 -2.514
H 5.126 0.857 -2.335
*
```



Entry 6:
DFT (wB97M-V/def2-TZVPD) results for a single C24H26FN3O3S molecule.

SMILES = O=C(CSc1cn(CCNC(=O)c2ccccc2F)c2ccccc12)NC[C@H]1CCCO1
Lowest unoccupied orbital energy = 0.016 Eh
HOMO-LUMO gap = 8.1114 eV
E_tot = -49477.1899 eV

```
! RIJCOSX wB97M-V def2-TZVPD def2/J DEFGRID3
* xyz 0 1
O -4.173 -2.562 0.084
C -3.149 -2.042 -0.309
C -1.784 -2.665 -0.070
S -0.765 -2.679 -1.593
C 0.815 -2.386 -0.882
C 1.296 -2.890 0.291
N 2.541 -2.375 0.554
C 3.146 -2.386 1.856
C 2.447 -1.350 2.771
N 2.307 -0.091 2.084
C 1.181 0.184 1.382
O 0.145 -0.438 1.553
C 1.254 1.273 0.363
C 0.179 1.349 -0.523
C 0.139 2.270 -1.549
C 1.194 3.151 -1.720
C 2.275 3.106 -0.857
C 2.294 2.175 0.164
F 3.376 2.186 0.983
C 2.867 -1.507 -0.460
C 3.996 -0.718 -0.653
C 4.041 0.078 -1.777
C 2.996 0.092 -2.704
C 1.881 -0.696 -2.532
C 1.809 -1.503 -1.400
N -3.107 -0.866 -0.960
C -4.271 -0.054 -1.197
C -4.327 1.154 -0.252
C -4.304 0.765 1.243
C -2.991 1.364 1.755
C -2.770 2.499 0.757
O -3.190 1.979 -0.486
H -1.242 -2.069 0.666
H -1.914 -3.685 0.289
H 0.836 -3.573 0.977
H 4.206 -2.143 1.751
H 3.055 -3.382 2.297
H 1.439 -1.692 3.014
H 3.019 -1.212 3.691
H 3.161 0.395 1.864
H -0.633 0.657 -0.372
H -0.718 2.304 -2.203
H 1.179 3.876 -2.519
H 3.109 3.781 -0.962
H 4.817 -0.720 0.050
H 4.903 0.705 -1.946
H 3.072 0.734 -3.569
H 1.074 -0.697 -3.248
H -2.214 -0.478 -1.226
H -5.149 -0.683 -1.033
H -4.258 0.301 -2.231
H -5.238 1.726 -0.487
H -5.156 1.208 1.758
H -4.348 -0.313 1.372
H -2.177 0.642 1.687
H -3.060 1.721 2.780
H -3.383 3.373 1.026
H -1.729 2.809 0.656
*
```



Entry 7:
DFT (wB97M-V/def2-TZVPD) results for a molecular structure, C24H26GeN5O8ReSe at a distorted geometry.

Lowest unoccupied orbital energy (spin up / spin down) = -0.203 / -0.188 Eh
HOMO-LUMO gap (spin up / spin down) = 6.0114 / 6.4813 eV
E_tot = -173122.5430 eV

```
! RIJCOSX wB97M-V def2-TZVPD def2/J DEFGRID3
* xyz 1 2
Re 0.785 0.073 -0.478
O 0.867 -3.219 -2.976
C 0.746 -2.112 -2.494
N 0.688 -1.829 -1.160
C 1.245 -2.855 -0.305
C 2.492 -2.253 0.300
C 3.498 -3.003 0.884
C 4.636 -2.361 1.348
C 4.734 -0.983 1.209
C 3.690 -0.293 0.621
N 2.585 -0.910 0.188
C 0.776 -0.862 -3.316
C 0.592 -0.854 -4.688
C 0.710 0.355 -5.355
C 1.059 1.488 -4.635
C 1.261 1.387 -3.267
N 1.114 0.233 -2.628
H 0.519 -3.139 0.466
H 1.481 -3.748 -0.900
H 3.381 -4.071 0.976
H 5.438 -2.928 1.795
H 5.601 -0.453 1.566
H 3.721 0.782 0.501
H 0.346 -1.779 -5.186
H 0.528 0.413 -6.418
H 1.162 2.446 -5.118
H 1.546 2.244 -2.667
O 0.181 2.976 1.843
C 0.214 2.709 0.660
O 1.166 2.024 0.106
C -0.893 3.107 -0.279
C -1.485 4.348 -0.220
C -2.509 4.665 -1.113
C -2.882 3.773 -2.110
C -2.295 2.524 -2.168
C -1.344 2.105 -1.190
O -0.975 0.880 -1.115
N -2.579 1.658 -3.283
O -3.614 1.824 -3.877
O -1.719 0.849 -3.581
N -3.154 5.967 -1.036
O -2.763 6.722 -0.181
O -4.026 6.192 -1.840
H -1.172 5.071 0.520
H -3.628 4.054 -2.843
C -2.545 -2.081 1.142
Ge -1.863 -2.255 2.997
C -1.873 -4.093 3.741
C -2.625 -0.934 4.255
C 0.080 -1.676 2.908
Se 0.143 0.079 2.072
C 1.733 0.696 2.988
H -3.597 -1.813 1.146
H -2.447 -3.011 0.590
H -1.998 -1.303 0.607
H -2.895 -4.433 3.881
H -1.384 -4.099 4.712
H -1.367 -4.801 3.091
H -3.706 -1.019 4.308
H -2.370 0.078 3.944
H -2.225 -1.101 5.253
H 0.752 -2.355 2.390
H 0.448 -1.552 3.926
H 1.455 0.883 4.023
H 2.045 1.630 2.531
H 2.516 -0.058 2.939
*
```